*A*
Entry from the OMol25 dataset: C27H29N3O4S in the gas phase (the ωB97M-V functional and the def2-TZVPD basis).

Positions of all 64 atoms, in Å:
O: -1.128 -0.794 2.107
C: -0.175 -0.258 2.654
N: 0.156 1.038 2.442
C: -0.490 1.821 1.410
C: 0.326 1.699 0.121
O: 1.477 2.122 0.105
N: -0.235 1.101 -0.942
C: -1.480 0.355 -0.879
C: -2.716 1.218 -0.809
C: -3.854 0.715 -0.189
C: -5.012 1.468 -0.129
C: -5.045 2.737 -0.685
C: -3.914 3.246 -1.297
C: -2.755 2.492 -1.359
C: 0.587 0.981 -2.160
C: 1.264 -0.398 -2.053
O: 0.870 -1.409 -2.596
N: 2.320 -0.357 -1.217
C: 2.921 -1.552 -0.671
C: 2.210 -1.973 0.635
C: 0.985 -2.858 0.379
C: 1.571 -4.261 0.517
C: 2.624 -4.050 1.602
O: 3.093 -2.718 1.459
C: -0.210 1.281 -3.404
C: -0.275 2.608 -3.821
C: -1.025 2.967 -4.925
C: -1.717 2.000 -5.635
C: -1.641 0.677 -5.240
C: -0.896 0.316 -4.130
C: 0.672 -0.986 3.606
C: 0.423 -2.245 4.086
C: 1.436 -2.717 4.940
C: 2.447 -1.821 5.094
S: 2.183 -0.381 4.209
H: 1.032 1.392 2.795
H: -0.483 2.871 1.712
H: -1.515 1.474 1.307
H: -1.532 -0.260 -1.780
H: -1.461 -0.325 -0.020
H: -3.824 -0.270 0.253
H: -5.890 1.067 0.355
H: -5.949 3.326 -0.637
H: -3.931 4.235 -1.731
H: -1.878 2.896 -1.840
H: 1.366 1.747 -2.063
H: 2.500 0.507 -0.719
H: 3.972 -1.356 -0.452
H: 2.846 -2.343 -1.419
H: 1.944 -1.052 1.174
H: 0.556 -2.676 -0.603
H: 0.223 -2.681 1.138
H: 0.831 -5.005 0.800
H: 2.044 -4.568 -0.416
H: 2.183 -4.165 2.602
H: 3.479 -4.724 1.515
H: 0.270 3.366 -3.274
H: -1.068 4.001 -5.233
H: -2.305 2.278 -6.497
H: -2.167 -0.084 -5.797
H: -0.820 -0.724 -3.854
H: -0.464 -2.794 3.827
H: 1.417 -3.681 5.418
H: 3.342 -1.920 5.676

Results
SMILES string	O=C(NCC(=O)N(Cc1ccccc1)[C@@H](C(=O)NC[C@H]1CCCO1)c1ccccc1)c1cccs1
HOMO level	-9.09	eV
multiplicity	1
LUMO level	0.29	eV
HOMO-LUMO gap	9.38	eV

***

*B*
Entry from the OMol25 dataset: C27H29N3O4S in the gas phase (the ωB97M-V functional and the def2-TZVPD basis).

Positions of all 64 atoms, in Å:
C: 4.150 -0.118 1.386
C: 3.356 -1.172 2.152
O: 2.265 -1.711 1.427
C: 1.098 -0.951 1.398
O: 1.241 0.231 0.644
C: 1.223 0.062 -0.719
C: 1.488 1.317 -1.475
O: 1.674 1.352 -2.675
N: 1.451 2.421 -0.687
C: 1.282 3.732 -1.253
C: -0.106 4.241 -1.029
N: -0.967 3.745 -0.187
C: -2.092 4.536 -0.290
C: -3.305 4.477 0.386
C: -4.258 5.422 0.067
C: -4.026 6.409 -0.893
C: -2.825 6.490 -1.569
C: -1.865 5.544 -1.253
N: -0.586 5.328 -1.704
C: 0.824 -1.052 -1.333
C: 0.282 -2.233 -0.593
C: 1.223 -3.406 -0.660
C: 2.517 -3.338 -1.039
S: 3.352 -4.851 -0.978
C: 1.908 -5.647 -0.422
C: 1.763 -6.994 -0.127
C: 0.528 -7.445 0.292
C: -0.547 -6.565 0.410
C: -0.403 -5.227 0.117
C: 0.837 -4.741 -0.302
C: -0.027 -1.853 0.872
C: -1.413 -1.220 1.089
C: -1.900 -0.205 0.047
C: -2.905 0.771 0.669
O: -2.293 1.645 1.582
H: 5.040 0.145 1.953
H: 4.452 -0.514 0.419
H: 3.555 0.777 1.226
H: 2.994 -0.756 3.104
H: 3.992 -2.036 2.362
H: 0.860 -0.582 2.412
H: 1.151 2.298 0.269
H: 1.488 3.647 -2.326
H: 2.005 4.430 -0.809
H: -3.486 3.724 1.137
H: -5.211 5.404 0.574
H: -4.804 7.126 -1.108
H: -2.642 7.255 -2.308
H: -0.100 5.854 -2.409
H: 0.853 -1.084 -2.410
H: -0.656 -2.538 -1.074
H: 3.058 -2.468 -1.356
H: 2.600 -7.667 -0.227
H: 0.391 -8.489 0.528
H: -1.506 -6.942 0.734
H: -1.244 -4.555 0.206
H: 0.023 -2.759 1.484
H: -1.399 -0.716 2.058
H: -2.151 -2.023 1.152
H: -1.075 0.392 -0.336
H: -2.366 -0.713 -0.798
H: -3.667 0.226 1.234
H: -3.404 1.337 -0.131
H: -1.695 2.233 1.090

Results
SMILES string	CCO[C@H]1OC(C(=O)NCc2nc3ccccc3[nH]2)=C[C@@H](c2csc3ccccc23)[C@@H]1CCCO
HOMO level	-7.98	eV
multiplicity	1
LUMO level	0.56	eV
HOMO-LUMO gap	8.55	eV

***

Most stable structure: *A*

***

*A*
Entry from the OMol25 dataset: a molecular structure, C38H36BN3O2PSSbV (the ωB97M-V functional and the def2-TZVPD basis).

Positions of all 84 atoms, in Å:
V: -0.508 -0.473 1.111
N: -0.616 -2.405 4.212
N: -1.827 -2.855 3.680
C: -2.394 -2.309 2.599
O: -3.355 -2.608 1.986
O: -1.622 -1.149 2.153
H: 0.036 -3.181 4.255
H: -0.769 -2.051 5.150
H: -2.325 -3.640 4.082
C: -4.083 4.076 2.482
C: -2.868 4.738 2.360
C: -1.702 4.016 2.174
C: -1.764 2.617 2.131
C: -2.986 1.951 2.252
C: -4.145 2.689 2.424
P: -0.215 1.759 2.006
C: 0.417 1.193 3.571
C: -0.391 1.347 4.706
C: 0.077 0.922 5.937
C: 1.331 0.328 6.038
C: 2.127 0.153 4.909
C: 1.675 0.578 3.675
C: 0.958 2.666 1.025
C: 0.544 3.114 -0.236
C: 1.371 3.939 -0.973
C: 2.611 4.315 -0.461
C: 3.022 3.875 0.790
C: 2.198 3.054 1.543
H: -4.992 4.647 2.621
H: -2.828 5.818 2.408
H: -0.756 4.534 2.072
H: -3.045 0.871 2.220
H: -5.097 2.183 2.515
H: -1.358 1.829 4.631
H: -0.526 1.071 6.822
H: 1.697 0.010 7.005
H: 3.104 -0.304 4.997
H: 2.306 0.450 2.805
H: -0.437 2.848 -0.618
H: 1.046 4.312 -1.935
H: 3.250 4.974 -1.034
H: 3.974 4.193 1.193
H: 2.504 2.758 2.537
B: 3.724 -2.000 0.920
C: 2.286 -1.582 0.918
N: 1.159 -1.225 0.991
H: 4.052 -2.245 -0.211
H: 3.771 -2.937 1.678
H: 4.270 -1.006 1.360
S: -1.333 -0.246 -0.784
Sb: -0.320 -1.414 -2.807
C: 1.713 -1.019 -2.730
C: 2.646 -1.970 -3.142
C: 3.986 -1.615 -3.185
C: 4.380 -0.338 -2.811
C: 3.442 0.602 -2.397
C: 2.098 0.271 -2.362
C: -0.978 -3.346 -2.484
C: -0.116 -4.272 -1.895
C: -0.554 -5.577 -1.737
C: -1.832 -5.937 -2.149
C: -2.687 -5.001 -2.722
C: -2.265 -3.695 -2.899
C: -1.247 -0.274 -4.261
C: -0.413 0.300 -5.222
C: -0.993 1.003 -6.268
C: -2.373 1.132 -6.337
C: -3.193 0.565 -5.365
C: -2.636 -0.147 -4.317
H: 2.350 -2.967 -3.445
H: 4.721 -2.340 -3.508
H: 5.428 -0.071 -2.846
H: 3.758 1.596 -2.114
H: 1.369 1.011 -2.052
H: 0.878 -3.996 -1.562
H: 0.105 -6.315 -1.299
H: -2.164 -6.959 -2.029
H: -3.677 -5.294 -3.042
H: -2.928 -2.979 -3.368
H: 0.664 0.200 -5.171
H: -0.366 1.447 -7.029
H: -2.819 1.681 -7.155
H: -4.266 0.677 -5.427
H: -3.280 -0.573 -3.558

Results
charge	+3
HOMO level	-16.94	eV
multiplicity	1
LUMO level	-10.81	eV
HOMO-LUMO gap	6.13	eV

***

*B*
Entry from the OMol25 dataset: a molecular structure, C38H36BN3O2PSSbV (the ωB97M-V functional and the def2-TZVPD basis).

Positions of all 84 atoms, in Å:
V: -1.169 0.660 1.002
N: -1.050 0.328 3.734
N: -2.155 -0.510 3.921
C: -2.926 -0.902 2.894
O: -3.883 -1.574 2.801
O: -2.377 -0.305 1.673
H: -0.218 -0.123 4.100
H: -1.199 1.203 4.233
H: -2.425 -0.826 4.845
C: -0.423 3.564 -4.190
C: -1.493 2.748 -4.538
C: -2.038 1.883 -3.606
C: -1.490 1.827 -2.319
C: -0.422 2.649 -1.967
C: 0.110 3.517 -2.909
P: -2.329 0.783 -1.145
C: -2.264 -0.949 -1.590
C: -1.376 -1.351 -2.595
C: -1.327 -2.681 -2.976
C: -2.146 -3.614 -2.351
C: -3.008 -3.225 -1.332
C: -3.068 -1.898 -0.944
C: -3.971 1.377 -0.815
C: -4.118 2.692 -0.355
C: -5.382 3.216 -0.173
C: -6.502 2.440 -0.457
C: -6.359 1.143 -0.933
C: -5.097 0.602 -1.111
H: -0.013 4.248 -4.919
H: -1.913 2.796 -5.533
H: -2.887 1.268 -3.880
H: -0.006 2.636 -0.967
H: 0.931 4.166 -2.636
H: -0.755 -0.622 -3.101
H: -0.672 -2.985 -3.782
H: -2.125 -4.649 -2.668
H: -3.644 -3.955 -0.850
H: -3.744 -1.608 -0.150
H: -3.250 3.316 -0.164
H: -5.500 4.231 0.181
H: -7.491 2.855 -0.318
H: -7.233 0.554 -1.174
H: -5.003 -0.400 -1.504
B: -1.519 4.814 2.587
C: -1.308 3.478 1.952
N: -1.136 2.419 1.441
H: -1.331 5.590 1.686
H: -0.632 4.824 3.412
H: -2.622 4.790 3.060
S: 0.718 -0.028 0.411
Sb: 2.909 -1.246 0.737
C: 3.573 -0.483 2.539
C: 3.735 -1.273 3.679
C: 4.229 -0.696 4.837
C: 4.542 0.657 4.862
C: 4.360 1.448 3.734
C: 3.879 0.883 2.566
C: 2.281 -3.215 0.572
C: 2.900 -4.220 1.316
C: 2.527 -5.540 1.113
C: 1.547 -5.850 0.182
C: 0.932 -4.845 -0.556
C: 1.296 -3.525 -0.368
C: 3.910 -0.450 -0.881
C: 5.123 0.201 -0.641
C: 5.858 0.672 -1.719
C: 5.381 0.500 -3.010
C: 4.172 -0.148 -3.242
C: 3.432 -0.631 -2.180
H: 3.483 -2.327 3.682
H: 4.374 -1.303 5.720
H: 4.931 1.100 5.770
H: 4.603 2.502 3.764
H: 3.754 1.504 1.685
H: 3.686 -4.002 2.029
H: 3.007 -6.326 1.680
H: 1.263 -6.882 0.026
H: 0.169 -5.096 -1.280
H: 0.797 -2.750 -0.942
H: 5.507 0.330 0.363
H: 6.804 1.167 -1.548
H: 5.960 0.867 -3.847
H: 3.819 -0.283 -4.255
H: 2.499 -1.153 -2.369

Results
charge	+3
HOMO level	-16.59	eV
multiplicity	1
LUMO level	-10.70	eV
HOMO-LUMO gap	5.89	eV

***

Most stable structure: *A*

***

*A*
Entry from the OMol25 dataset: 2 unconnected molecules or ions with the total composition CH4N3P (the ωB97M-V functional and the def2-TZVPD basis).

Positions of all 9 atoms, in Å:
C: -1.805 0.196 -0.450
N: 1.007 0.511 1.089
N: 1.722 0.106 0.339
N: 2.556 -0.487 -0.258
P: -1.201 -1.089 0.492
H: -2.173 1.175 -0.191
H: -2.008 -0.057 -1.456
H: 2.863 -0.137 -1.130
H: -0.960 -0.218 1.564

Results
HOMO level	-9.24	eV
multiplicity	1
LUMO level	0.18	eV
HOMO-LUMO gap	9.41	eV

***

*B*
Entry from the OMol25 dataset: CH4N3P in the gas phase (the ωB97M-V functional and the def2-TZVPD basis).

Positions of all 9 atoms, in Å:
C: -1.076 0.069 -0.183
N: -0.301 0.590 -1.200
N: 0.797 0.828 -1.347
N: 1.619 -0.228 0.241
P: 0.338 -0.610 1.193
H: -1.942 0.617 0.209
H: -1.699 -0.832 -0.652
H: 1.830 -0.984 -0.399
H: 0.434 0.550 2.137

Results
HOMO level (spin up / spin down)	-8.68 / -8.68	eV
multiplicity	1
LUMO level (spin up / spin down)	0.48 / 0.48	eV
HOMO-LUMO gap (spin up / spin down)	9.16 / 9.16	eV

***

Most stable structure: *B*